ORCA calculation (ωB97M-V with the def2-TZVPD basis set) on C32H22BBrN8O6Pt as an isolated structure in a non-equilibrium geometry.

## Properties
**Energy above the lowest of the compared OMol25 structures with the same formula, charge and spin**: 79.4 kcal per mole
**Lowest unoccupied orbital energy (alpha / beta)**: -2.51 / -2.51 eV
**Charge**: 0
**Strongest force on any atom**: 0.068 hartree/bohr
**Gap between HOMO and LUMO (alpha / beta)**: 5.18 / 5.18 eV
**M**: 900.37 g mol⁻¹
**E_HOMO (alpha / beta)**: -7.69 / -7.69 eV
**E_tot**: -4840.1723 a.u.
**Spin multiplicity**: 1

Atoms and positions in Å:
C  -3.19076  -1.19502  2.41432
C  4.16674  -5.00362  2.02172
H  0.31534  -0.39542  -3.61148
C  -3.56256  3.20038  -1.04378
N  -0.11676  3.49958  -0.22208
C  2.76204  -1.08972  -2.71158
C  0.03304  2.83018  -3.76728
H  2.85744  -0.67232  2.42132
N  4.49934  2.15708  -2.49788
N  -0.24706  1.18598  -2.36178
C  0.19184  0.66238  -3.49678
C  3.53394  -2.67452  2.18632
Pt  -0.32666  0.47178  -0.27038
H  -4.47006  -1.21992  4.12812
H  1.26084  2.08138  2.26812
H  -1.24906  4.47218  -1.90138
C  1.09074  4.17408  1.50012
C  -4.74226  -2.96462  2.90652
N  5.00354  -5.78752  2.05612
O  1.25364  -3.28852  -1.49218
H  1.63564  4.78698  2.18592
C  0.39414  1.67488  -4.43028
N  -0.35276  2.50848  -2.52368
H  -5.49196  2.31618  -0.42858
C  3.16104  -4.01232  2.00742
C  0.41094  4.57838  0.36582
C  3.03934  1.04188  -0.92168
C  -4.43016  2.25418  -0.53768
H  -2.10556  -1.45352  0.54932
H  1.87554  -0.12352  0.42562
H  2.65734  -1.92402  -3.38888
C  -4.16726  -1.75652  3.24282
N  0.19244  2.42068  0.49282
C  1.81264  -4.35352  1.83372
H  -4.84356  -4.57582  1.49222
C  -2.72776  0.15698  2.80472
O  4.51714  3.11618  -1.69618
C  0.22504  -1.04852  2.14352
C  -3.62176  1.16958  -0.21628
N  -2.32116  2.69868  -1.01368
H  0.75414  1.56878  -5.43338
H  -3.75956  4.18338  -1.41948
O  -1.53066  0.63458  2.33032
C  2.56994  -1.70002  2.24892
H  4.57814  -2.41612  2.27342
H  -3.08846  -3.60902  0.04082
O  -3.36756  0.89958  3.50142
H  -3.91626  0.22418  0.19672
H  1.54454  -5.38632  1.66452
C  1.20884  -2.03142  2.08112
O  -0.12366  -1.66322  -0.82808
C  2.20414  -0.01092  -0.60458
C  -0.57356  -0.14492  1.80732
H  3.21184  1.84388  -0.21918
Br  -6.11586  -3.68252  4.01252
C  2.04174  -1.07252  -1.51778
C  -3.39216  -3.09112  0.93972
O  5.10924  2.12618  -3.58368
H  0.27544  5.55728  -0.04168
C  -2.81776  -1.87092  1.24942
C  0.96894  -2.13072  -1.25788
C  -4.36196  -3.64642  1.75812
C  3.58344  -0.03632  -3.03638
C  0.84764  -3.37712  1.86562
B  -1.02256  3.40098  -1.46488
N  -2.36196  1.46208  -0.50898
H  0.04104  3.84328  -4.11118
C  3.70764  1.06398  -2.16028
H  4.13704  -0.03192  -3.96148
H  -0.19496  -3.62102  1.72652
C  0.92094  2.79528  1.53962

Electronic structure analysis, Löwdin charges in units of e: atom 1 (C): -0.1245, atom 2 (C): -0.1789, atom 3 (H): 0.1147, atom 4 (C): -0.0651, atom 5 (N): -0.0077, atom 6 (C): -0.0194, atom 7 (C): -0.0548, atom 8 (H): 0.1237, atom 9 (N): -0.3283, atom 10 (N): -0.0480, atom 11 (C): -0.1186, atom 12 (C): 0.0019, atom 13 (Pt): 1.2308, atom 14 (H): 0.1182, atom 15 (H): 0.1158, atom 16 (H): 0.1213, atom 17 (C): -0.0309, atom 18 (C): -0.6598, atom 19 (N): 0.1792, atom 20 (O): 0.0747, atom 21 (H): 0.0993, atom 22 (C): -0.0343, atom 23 (N): -0.0212, atom 24 (H): 0.0943, atom 25 (C): -0.2006, atom 26 (C): -0.0435, atom 27 (C): 0.0215, atom 28 (C): -0.0419, atom 29 (H): 0.0751, atom 30 (H): 0.0597, atom 31 (H): 0.1296, atom 32 (C): -0.0513, atom 33 (N): -0.0573, atom 34 (C): 0.0087, atom 35 (H): 0.1054, atom 36 (C): -0.4010, atom 37 (O): 0.0554, atom 38 (C): 0.0961, atom 39 (C): -0.1198, atom 40 (N): -0.0288, atom 41 (H): 0.0992, atom 42 (H): 0.1190, atom 43 (O): 0.0454, atom 44 (C): -0.0089, atom 45 (H): 0.1269, atom 46 (H): 0.1197, atom 47 (O): 0.1568, atom 48 (H): 0.1000, atom 49 (H): 0.1302, atom 50 (C): -0.2254, atom 51 (O): -0.1146, atom 52 (C): -0.1128, atom 53 (C): -0.2983, atom 54 (H): 0.1135, atom 55 (Br): 0.7434, atom 56 (C): -0.1293, atom 57 (C): -0.0462, atom 58 (O): 0.0661, atom 59 (H): 0.1257, atom 60 (C): -0.0440, atom 61 (C): -0.6465, atom 62 (C): -0.1055, atom 63 (C): 0.0256, atom 64 (C): 0.0164, atom 65 (B): -0.4930, atom 66 (N): -0.0461, atom 67 (H): 0.1228, atom 68 (C): -0.1615, atom 69 (H): 0.1201, atom 70 (H): 0.1260, atom 71 (C): -0.1143

---

ORCA calculation (ωB97M-V with the def2-TZVPD basis set) on C17H47F6MgO25S5 as an isolated structure in a non-equilibrium geometry.

## Properties
**Lowest unoccupied orbital energy**: 0.58 eV
**Charge**: -1
**Strongest force on any atom**: 0.053 hartree/bohr
**Gap between HOMO and LUMO**: 5.59 eV
**M**: 950.17 g mol⁻¹
**E_HOMO**: -5.00 eV
**E_tot**: -5347.3379 a.u.
**Spin multiplicity**: 1

Atoms and positions in Å:
H  -4.73508  0.00603  1.66016
H  4.35331  3.06539  1.21705
S  -4.44091  4.30713  2.39441
H  -4.21540  -4.44371  0.76675
O  0.30435  -1.73398  -3.76903
C  -0.29932  -2.98467  2.42642
H  -1.55797  2.78804  1.14012
O  4.36640  2.10887  1.11094
H  2.74509  2.72930  -3.37934
O  4.76008  2.26359  3.93447
H  -1.08895  3.39477  -0.40935
H  -2.52628  -2.04181  -2.67408
H  -3.76386  -4.23938  2.52461
O  -3.03966  4.86266  1.93102
C  -1.69647  -2.68209  -2.38933
H  -2.36071  5.58397  0.15269
H  -0.50980  4.22521  1.04776
H  -5.29684  -5.04529  2.07805
O  3.31849  -3.25207  0.58009
O  -4.64571  2.98615  1.90299
H  -3.38332  4.17515  -0.00425
C  1.33698  0.79005  -0.28319
C  -1.13526  -4.60793  3.69857
H  0.59443  1.42599  -0.82701
O  7.17341  0.51059  -0.12281
H  -5.27449  5.41177  0.49356
H  1.66305  2.19145  1.26326
H  2.18362  0.47525  -4.90330
O  -6.33602  -2.66730  0.79511
C  -4.55986  -4.30415  1.78432
H  0.61059  -2.39250  2.43569
H  1.20867  -0.21616  -3.93095
H  -3.45244  1.16860  0.05680
S  3.99675  3.43431  4.25294
C  -2.56837  4.60484  0.58669
H  3.43594  -2.18555  -2.86503
H  0.14908  1.32553  1.40298
O  -0.04438  -4.17966  -3.75949
H  -2.29291  0.10460  0.87151
H  0.97621  -1.28946  0.32624
H  -6.55365  5.17814  1.77561
H  3.60708  -0.08261  0.95595
O  3.59585  2.41716  -3.05660
C  -5.51983  5.42135  1.55375
O  -4.47407  4.55275  3.78183
H  -2.53275  -2.90693  -7.38178
H  1.57364  0.43905  1.88456
O  2.62244  0.91165  -0.77005
H  -0.37201  -0.41795  -0.41287
C  -1.35945  3.71299  0.59997
H  4.26574  -3.21910  0.40215
O  1.97703  0.38073  -3.96891
O  4.50004  4.19556  5.37991
O  0.01512  -4.18503  3.13356
F  2.57753  1.98425  5.92549
F  1.61504  2.20860  4.00226
O  -1.42893  -5.70638  4.02555
C  -2.24833  -3.80754  -5.42614
H  -5.18882  -0.52643  0.09587
H  3.60347  1.89641  0.55611
C  -1.37754  -2.37099  3.32926
O  -5.58427  -2.22929  3.11833
H  0.87231  -0.96647  -1.50579
H  4.12232  -1.49285  1.22547
H  -1.85568  -3.64007  -1.90925
O  5.29858  0.43674  -1.66335
C  0.70742  -0.61446  -0.48947
O  3.64051  4.25029  3.09455
H  4.18094  3.18110  -3.04548
O  -1.97368  -3.54555  3.88271
H  -2.99350  -0.45545  -0.70001
H  3.00495  -4.01486  0.08543
O  -1.52503  -2.64989  -4.96509
C  7.08726  2.23659  -2.05990
S  -5.32581  -2.70607  1.81144
H  -3.67036  -4.21514  -6.95113
O  4.26710  -0.57237  1.45937
C  1.22162  1.20092  1.19197
F  6.09646  3.07706  -1.73260
H  -1.56754  -4.58213  -5.76569
H  -3.87756  -2.64285  -6.23816
H  -2.05908  -1.67227  2.85458
F  7.16830  2.29093  -3.40383
H  -0.72624  -3.09109  1.42655
C  -4.36607  -0.58186  0.81166
H  -1.20976  -2.02091  -1.65954
O  3.31003  -1.46183  -2.24551
H  -0.89628  -1.76937  4.10677
Mg  3.47839  0.48850  -2.48960
F  8.21102  2.70432  -1.55051
H  -5.29054  6.42597  1.90688
S  6.75458  0.50995  -1.46985
H  -2.94421  -4.15436  -4.65851
C  -3.12040  -3.34813  -6.57993
F  1.65651  3.87246  5.41083
C  -3.15212  0.13493  0.20434
H  2.93371  -1.84969  -1.44450
O  -4.04208  -1.91926  1.21308
S  -0.54794  -2.87113  -3.72813
O  7.50078  -0.34130  -2.36497
C  2.36542  2.84968  4.91337

Atom charges from the Löwdin analysis, given in e for atoms 1 to 99: atom 1 (H): 0.1188, atom 2 (H): 0.0193, atom 3 (S): 0.5333, atom 4 (H): 0.0696, atom 5 (O): -0.2817, atom 6 (C): -0.1116, atom 7 (H): 0.0651, atom 8 (O): -0.0657, atom 9 (H): 0.0826, atom 10 (O): -0.3032, atom 11 (H): 0.0802, atom 12 (H): 0.0799, atom 13 (H): 0.0525, atom 14 (O): -0.2445, atom 15 (C): -0.0943, atom 16 (H): 0.1237, atom 17 (H): 0.0971, atom 18 (H): 0.0807, atom 19 (O): -0.0430, atom 20 (O): -0.2779, atom 21 (H): 0.1032, atom 22 (C): -0.5578, atom 23 (C): -0.5727, atom 24 (H): 0.1159, atom 25 (O): -0.2304, atom 26 (H): 0.0630, atom 27 (H): 0.0856, atom 28 (H): 0.0932, atom 29 (O): -0.2868, atom 30 (C): -0.0966, atom 31 (H): 0.1291, atom 32 (H): 0.0338, atom 33 (H): 0.0716, atom 34 (S): 0.4323, atom 35 (C): -0.2625, atom 36 (H): 0.1014, atom 37 (H): 0.0566, atom 38 (O): -0.2370, atom 39 (H): 0.0671, atom 40 (H): 0.0670, atom 41 (H): 0.0744, atom 42 (H): -0.0098, atom 43 (O): -0.0120, atom 44 (C): -0.1221, atom 45 (O): -0.2436, atom 46 (H): 0.0821, atom 47 (H): 0.0833, atom 48 (O): -0.2879, atom 49 (H): 0.0504, atom 50 (C): -0.0628, atom 51 (H): 0.0583, atom 52 (O): -0.0279, atom 53 (O): -0.3449, atom 54 (O): 0.0746, atom 55 (F): 0.0945, atom 56 (F): 0.0962, atom 57 (O): 0.1696, atom 58 (C): -0.2623, atom 59 (H): 0.1156, atom 60 (H): -0.0235, atom 61 (C): -0.1050, atom 62 (O): -0.2434, atom 63 (H): 0.0372, atom 64 (H): -0.0205, atom 65 (H): 0.0793, atom 66 (O): -0.3548, atom 67 (C): -0.0559, atom 68 (O): -0.3604, atom 69 (H): 0.0920, atom 70 (O): 0.0334, atom 71 (H): 0.0606, atom 72 (H): 0.0475, atom 73 (O): -0.2536, atom 74 (C): -0.6582, atom 75 (S): 0.5811, atom 76 (H): 0.0838, atom 77 (O): -0.0322, atom 78 (C): -0.0500, atom 79 (F): 0.1172, atom 80 (H): 0.1196, atom 81 (H): 0.0813, atom 82 (H): 0.1132, atom 83 (F): 0.0983, atom 84 (H): 0.1246, atom 85 (C): -0.2796, atom 86 (H): 0.0378, atom 87 (O): -0.0196, atom 88 (H): 0.1389, atom 89 (Mg): 0.6827, atom 90 (F): 0.1514, atom 91 (H): 0.0764, atom 92 (S): 0.4964, atom 93 (H): 0.1242, atom 94 (C): -0.0679, atom 95 (F): 0.1033, atom 96 (C): -0.0441, atom 97 (H): 0.0638, atom 98 (O): -0.2764, atom 99 (S): 0.5843

---

ORCA calculation (ωB97M-V with the def2-TZVPD basis set) on C11H23CeClI2NP2S as an isolated structure in a non-equilibrium geometry.

## Properties
**Energy above the lowest of the compared OMol25 structures with the same formula, charge and spin**: 34.3 kcal per mole
**Lowest unoccupied orbital energy (alpha / beta)**: -8.19 / -8.99 eV
**Charge**: +2
**Strongest force on any atom**: 0.026 hartree/bohr
**Expectation value of S²**: 0.76
**Gap between HOMO and LUMO (alpha / beta)**: 6.62 / 5.83 eV
**M**: 692.70 g mol⁻¹
**E_HOMO (alpha / beta)**: -14.82 / -14.82 eV
**E_tot**: -3098.8197 a.u.
**Spin multiplicity**: 2

Atoms and positions in Å:
H  -2.12058  1.55990  2.51159
H  -1.79010  -3.22029  3.12253
I  3.42180  0.74119  -3.79263
H  0.80680  -1.03212  -4.34887
C  -1.89878  -1.73018  -3.10051
C  -1.81411  -0.25777  1.53249
H  -1.93473  -2.25884  0.83947
P  -0.24061  -1.91954  -2.43673
C  -1.81622  -1.31549  4.11765
H  2.65881  1.49358  2.40994
H  1.81107  -2.17354  -3.56663
H  0.40329  -2.80517  -4.56110
H  0.97103  1.70314  2.92137
C  -1.89033  -1.62707  1.72028
H  2.87533  4.12088  0.43927
H  -0.30268  3.89170  -0.26971
H  -0.83638  3.27110  1.28130
H  -2.59438  -1.71013  -2.25381
H  -0.61869  -4.32045  -2.61491
S  -1.37467  0.31514  -0.01469
H  0.46054  4.56933  1.24074
H  -1.94263  -0.73780  -3.55911
C  -1.83245  -2.15042  2.99898
I  3.71031  -0.75817  -0.18972
H  -2.10809  -2.53495  -3.82388
H  0.76431  -3.89145  -1.48313
Cl  0.25362  1.78541  -2.87653
H  3.48368  2.49422  -0.15536
C  -1.94202  0.04051  3.92317
C  2.66071  3.20673  -0.12489
Ce  1.23861  0.16497  -1.20820
N  -1.98867  0.55387  2.64533
H  -1.93036  0.73539  4.77210
C  0.78451  -2.02276  -3.89796
C  0.03457  3.67833  0.74979
C  -0.25689  -3.63686  -1.81771
H  -1.71349  -1.71023  5.12749
H  2.05481  3.17930  2.81187
C  1.80214  2.18756  2.38084
H  -0.90932  -3.64838  -0.92815
P  1.27159  2.37775  0.64013
H  2.38866  3.39159  -1.16208

Electronic structure analysis, Löwdin charges in units of e: atom 1 (H): 0.1616, atom 2 (H): 0.1312, atom 3 (I): 0.5931, atom 4 (H): 0.0160, atom 5 (C): -0.2319, atom 6 (C): -0.6452, atom 7 (H): 0.1034, atom 8 (P): 0.6646, atom 9 (C): -0.0182, atom 10 (H): 0.0485, atom 11 (H): 0.0348, atom 12 (H): 0.0832, atom 13 (H): 0.0387, atom 14 (C): -0.0797, atom 15 (H): 0.0809, atom 16 (H): 0.0596, atom 17 (H): 0.0309, atom 18 (H): 0.0497, atom 19 (H): 0.0819, atom 20 (S): 0.6465, atom 21 (H): 0.0804, atom 22 (H): 0.0579, atom 23 (C): 0.0052, atom 24 (I): 0.4948, atom 25 (H): 0.0811, atom 26 (H): 0.0626, atom 27 (Cl): 0.1329, atom 28 (H): 0.0266, atom 29 (C): -0.0142, atom 30 (C): -0.2585, atom 31 (Ce): -0.7760, atom 32 (N): 0.0987, atom 33 (H): 0.1519, atom 34 (C): -0.2789, atom 35 (C): -0.2355, atom 36 (C): -0.2184, atom 37 (H): 0.1342, atom 38 (H): 0.0796, atom 39 (C): -0.2221, atom 40 (H): 0.0419, atom 41 (P): 0.6631, atom 42 (H): 0.0434